No. 1
Molecular formula: C35H39Cl2Ge2MnN3O2
Method: DFT, ωB97M-V with the def2-TZVPD basis set

* lowest unoccupied orbital energy (spin up / spin down): -0.10 / -1.26 eV
* E_HOMO (spin up / spin down): -6.6 / -7.4 eV
* gap between HOMO and LUMO (spin up / spin down): 0.2395 / 0.2252 Ha
* strongest force on any atom: 0.7 eV/Å
* multiplicity: 6
* expectation value of S²: 8.9580
* energy above the lowest of the compared OMol25 structures with the same formula, charge and spin: 38.9 kcal/mol

The geometry in XYZ format:
```
84
Properties=species:S:1:pos:R:3:mulliken_charge:R:1
Mn -0.6731 0.7885 -0.2425 -0.677
C -2.9937 2.3581 4.0264 -1.219
C -2.3313 2.3824 2.6480 -0.773
Ge -2.0856 0.6057 1.8067 0.929
C -3.8747 -0.2330 1.7025 -0.380
C -4.3489 -0.9053 2.9944 -1.234
C -1.0540 -0.4093 3.1260 -1.208
C 0.2258 -0.7708 2.9537 0.753
Ge 1.0088 -0.2861 1.1966 1.097
C 1.5609 -1.8537 0.1103 -0.340
C 2.5651 -2.8999 0.5934 -1.259
C 2.4686 1.0343 1.3627 -0.310
C 3.8389 0.6486 1.9168 -1.238
C 1.0049 -1.4637 4.0364 -0.006
C 2.3432 -1.7864 3.8450 0.341
C 3.0978 -2.4161 4.8271 -1.353
C 2.5211 -2.7419 6.0420 -0.425
C 1.1835 -2.4278 6.2583 -0.826
C 0.4421 -1.7988 5.2741 -0.469
H -3.0160 3.3507 4.4838 0.399
H -2.4631 1.6977 4.7148 0.262
H -4.0261 2.0119 3.9720 0.252
H -1.3408 2.8360 2.7424 0.289
H -2.9031 3.0207 1.9673 0.495
H -3.8721 -0.9869 0.9131 0.132
H -4.5820 0.5357 1.3772 0.384
H -3.6181 -1.6313 3.3543 0.240
H -5.2860 -1.4467 2.8433 0.427
H -4.5160 -0.1929 3.8020 0.248
H -1.5390 -0.6450 4.0723 0.382
H 1.9193 -1.4133 -0.8266 0.085
H 0.6199 -2.3542 -0.1423 0.363
H 3.5338 -2.4610 0.8419 0.226
H 2.7444 -3.6518 -0.1796 0.409
H 2.2122 -3.4296 1.4771 0.340
H 2.0448 1.8555 1.9512 0.351
H 2.5865 1.4374 0.3512 0.100
H 3.7958 0.3919 2.9759 0.336
H 4.5520 1.4710 1.8160 0.422
H 4.2648 -0.2099 1.3920 0.244
H 2.8184 -1.5407 2.9063 0.486
H 4.1378 -2.6495 4.6362 0.382
H 3.1008 -3.2327 6.8128 0.393
H 0.7161 -2.6748 7.2032 0.396
H -0.5936 -1.5693 5.4807 0.373
O -3.3361 -5.1179 -4.9480 -0.495
C -3.8247 -4.4311 -3.8872 0.629
O -4.8233 -4.8135 -3.3472 -0.554
C -3.1125 -3.1729 -3.4933 1.012
C -3.5329 -2.5410 -2.3264 -0.754
C -2.9284 -1.3751 -1.8983 -0.262
C -1.8792 -0.8150 -2.6258 0.105
C -1.4725 -1.4306 -3.8159 -0.340
C -2.0846 -2.5970 -4.2367 -1.208
N -1.2947 0.3876 -2.2082 -0.827
C 0.0505 0.4706 -2.3392 0.178
C 0.7208 2.8367 -1.8835 1.018
C 1.4375 3.9837 -2.2656 -1.111
C 1.4584 5.0505 -1.4029 -0.593
C 0.7745 4.9892 -0.1872 -0.947
C 0.0866 3.8382 0.0987 0.157
N 0.0489 2.7799 -0.7294 -0.053
H -2.5170 -4.7174 -5.2523 0.267
H -4.3428 -2.9834 -1.7625 0.480
H -3.2597 -0.8764 -0.9968 0.371
H -0.7063 -0.9689 -4.4252 0.430
H -1.7561 -3.0167 -5.1815 0.191
H 0.6259 -0.3737 -2.7128 0.844
H 1.9595 4.0155 -3.2100 0.483
H 2.0113 5.9410 -1.6737 0.425
H 0.7711 5.8117 0.5117 0.457
H -0.4784 3.7312 1.0145 0.067
Cl 3.5114 0.7893 -2.4155 -0.153
C 2.7534 1.2392 -3.9030 1.034
C 3.4695 1.1517 -5.0854 -0.558
C 2.8547 1.5069 -6.2756 -0.554
C 1.5381 1.9407 -6.2913 -0.527
C 0.8359 2.0173 -5.0998 0.758
Cl -0.8070 2.5494 -5.1151 -0.172
C 1.4279 1.6733 -3.8856 -2.209
N 0.6815 1.7186 -2.6808 1.228
H 4.4932 0.8069 -5.0620 0.497
H 3.4064 1.4404 -7.2034 0.390
H 1.0487 2.2172 -7.2139 0.479
```

***

No. 2
Molecular formula: C51H136O17
Method: DFT, ωB97M-V with the def2-TZVPD basis set

* lowest unoccupied orbital energy: 0.17 eV
* E_HOMO: -9.5 eV
* gap between HOMO and LUMO: 0.3551 Ha
* strongest force on any atom: 3.7 eV/Å
* energy above the lowest of the compared OMol25 structures with the same formula, charge and spin: 145.7 kcal/mol

The geometry in XYZ format:
```
204
Properties=species:S:1:pos:R:3:mulliken_charge:R:1
C -5.3003 0.6388 -2.9485 -1.117
C -4.0025 0.7336 -3.7414 0.650
C -2.8489 1.0868 -2.8293 -0.515
O -3.6054 -0.5595 -4.2222 -0.477
H -5.2403 -0.1762 -2.2272 -0.066
H -6.2038 0.4691 -3.5342 0.431
H -5.4398 1.5298 -2.3364 0.369
H -4.0814 1.3655 -4.6260 0.289
H -3.0927 1.9487 -2.2082 0.615
H -1.9884 1.4863 -3.3661 0.020
H -2.4160 0.2779 -2.2407 -0.445
H -4.3664 -0.7646 -4.7704 0.242
C 7.4519 2.8451 -1.9438 -1.181
C 7.0953 1.5298 -2.5499 0.603
C 6.2646 0.5259 -1.7408 -0.926
O 6.4319 1.6886 -3.7762 -0.516
H 6.8335 3.6196 -2.3975 0.351
H 8.4637 3.1634 -2.1952 0.386
H 7.3049 2.7975 -0.8648 0.125
H 8.0496 1.0711 -2.8091 0.212
H 5.4415 1.0840 -1.2944 0.200
H 6.6395 -0.1290 -0.9542 0.436
H 5.7088 -0.1554 -2.3850 0.042
H 6.8759 2.3259 -4.3404 0.233
C -6.1007 -2.8598 -2.5205 -1.292
C -7.0600 -4.0323 -2.7035 0.731
C -7.9146 -3.8984 -3.9529 -1.415
O -6.1523 -5.1238 -2.8841 -0.538
H -5.7792 -2.4955 -3.4962 0.277
H -5.3295 -3.0705 -1.7796 0.147
H -6.6881 -2.0145 -2.1618 0.436
H -7.7233 -4.2286 -1.8611 0.430
H -7.3667 -3.3969 -4.7507 0.272
H -8.7874 -3.3040 -3.6826 0.366
H -8.1907 -4.8721 -4.3576 0.375
H -5.3006 -4.8518 -3.2336 0.199
C -0.1647 0.7803 0.3596 -2.147
C -0.0674 -0.4260 -0.6297 1.369
C 1.3804 -0.9890 -0.6537 -0.617
O -0.9986 -1.4076 -0.3795 0.700
H 0.3310 1.6042 -0.1538 0.628
H 0.5194 0.6947 1.2038 0.359
H -1.2083 1.0654 0.4925 0.207
H -0.3083 -0.1066 -1.6436 -0.196
H 1.5517 -1.6176 0.2201 -0.108
H 2.0412 -0.1228 -0.6180 0.543
H 1.5275 -1.6370 -1.5177 -0.388
H -1.2462 -1.8857 -1.1744 -0.275
C 6.3735 -4.0519 -3.8297 -1.063
C 5.0114 -4.5280 -3.0217 0.001
C 4.3599 -3.2115 -2.5730 -0.863
O 4.0903 -5.1041 -3.9044 -0.556
H 5.9420 -3.6273 -4.7362 0.272
H 7.0339 -4.9100 -3.9544 0.334
H 6.9637 -3.3042 -3.2999 0.298
H 5.1291 -5.1712 -2.1496 0.434
H 4.2590 -2.3915 -3.2840 0.229
H 5.0479 -2.8114 -1.8282 0.453
H 3.4283 -3.4233 -2.0482 0.102
H 3.7351 -4.4175 -4.4736 0.352
C 1.0817 4.8347 -4.1345 -0.824
C 0.4082 5.0127 -5.5715 0.481
C -1.1225 4.6348 -5.5572 -1.141
O 0.5966 6.4187 -5.8742 -0.574
H 0.6682 3.9279 -3.6932 0.073
H 0.9659 5.7713 -3.5891 0.484
H 2.1538 4.7030 -4.2803 0.167
H 0.9710 4.4073 -6.2821 0.128
H -1.7296 5.1210 -4.7936 0.327
H -1.2252 3.5741 -5.3280 0.194
H -1.6161 4.7387 -6.5235 0.375
H 0.2692 6.9509 -5.1454 0.351
C 1.6531 4.8348 3.5745 -1.470
C 2.5521 5.6153 4.5552 1.266
C 2.7011 7.0056 3.9787 -1.485
O 1.8455 5.7072 5.7677 -0.618
H 2.2629 4.6420 2.6918 0.278
H 0.6986 5.2928 3.3151 0.394
H 1.3644 3.8376 3.9068 0.275
H 3.4483 5.0016 4.6467 -0.073
H 3.5963 7.5097 4.3430 0.370
H 1.8675 7.5823 4.3795 0.382
H 2.7077 6.9957 2.8888 0.349
H 2.4480 5.8481 6.5016 0.370
C 5.0836 2.9874 1.8460 -1.204
C 6.0905 3.3925 2.9763 0.607
C 7.4613 3.7535 2.4438 -1.393
O 5.4609 4.4855 3.5604 -0.459
H 4.1705 2.6148 2.3103 0.266
H 5.5198 2.3209 1.1020 0.278
H 4.8595 3.8687 1.2450 0.368
H 6.1104 2.5974 3.7217 0.171
H 7.3661 4.4884 1.6444 0.292
H 8.0454 2.9185 2.0569 0.354
H 8.0481 4.1894 3.2522 0.407
H 5.9380 4.7938 4.3343 0.272
C -0.6535 -1.6314 -5.1323 -1.322
C -1.0020 -2.7993 -4.1555 0.896
C 0.1675 -3.6704 -3.7724 -1.118
O -1.4176 -2.2541 -2.9903 0.097
H -0.1977 -0.9027 -4.4619 0.159
H -1.3769 -1.1191 -5.7666 0.365
H 0.1542 -1.9873 -5.7718 0.411
H -1.8113 -3.4241 -4.5333 0.194
H -0.0412 -4.5389 -3.1477 0.011
H 1.0274 -3.1870 -3.3088 -0.069
H 0.5841 -4.0068 -4.7218 0.546
H -2.2023 -1.7948 -3.2985 -0.463
C 2.9181 0.8138 -4.0560 -0.637
C 3.1016 0.7543 -5.5337 0.644
C 2.7547 2.0879 -6.2342 -1.120
O 4.4512 0.5776 -5.8131 -0.589
H 3.4844 1.5783 -3.5240 0.477
H 3.0149 -0.1671 -3.5906 -0.158
H 1.8900 1.1286 -3.8776 0.131
H 2.5147 -0.0372 -5.9997 0.201
H 3.3357 2.9423 -5.8870 0.255
H 1.7291 2.3571 -5.9817 0.103
H 2.8782 1.9455 -7.3078 0.366
H 4.9860 0.9960 -5.1345 0.350
C 0.7536 -2.0592 3.2028 -0.903
C 0.3091 -2.3159 4.6210 0.609
C 0.5018 -1.0619 5.5105 -1.157
O -1.0388 -2.6847 4.4821 -0.587
H 1.6929 -1.5065 3.1816 0.441
H 0.0072 -1.4200 2.7313 0.336
H 1.0208 -2.9662 2.6606 -0.185
H 0.8371 -3.1763 5.0323 0.507
H 1.4984 -0.6605 5.3266 0.027
H 0.3298 -1.3272 6.5536 0.482
H -0.1992 -0.2680 5.2527 0.150
H -1.2755 -2.1563 3.7164 0.046
C 3.0426 2.5787 6.3261 -1.151
C 2.7566 1.2797 7.1591 0.544
C 3.7439 0.1675 6.8875 -1.403
O 2.9548 1.7098 8.4693 -0.581
H 4.1158 2.7032 6.4703 0.385
H 2.3882 3.3998 6.6187 0.406
H 2.7953 2.3662 5.2860 0.125
H 1.7120 1.0272 6.9768 0.271
H 3.4805 -0.7306 7.4462 0.323
H 4.6799 0.4906 7.3432 0.418
H 3.9165 -0.0896 5.8424 0.306
H 3.6764 2.3401 8.4085 0.395
C -3.5710 1.8422 3.9696 -0.209
C -4.1802 1.6970 5.3668 0.490
C -3.5635 2.4509 6.4921 -1.406
O -5.5534 2.0575 5.2470 -0.612
H -2.7086 1.1942 3.8134 -0.019
H -3.2584 2.8678 3.7728 0.401
H -4.3489 1.5304 3.2727 -0.241
H -4.1605 0.6298 5.5876 0.226
H -4.2652 2.4802 7.3257 0.377
H -3.4214 3.5168 6.3138 0.338
H -2.6498 1.9425 6.8002 0.301
H -5.9847 1.3220 4.8059 0.309
C -4.4254 -0.6471 0.7042 -1.146
C -3.8589 -1.2671 2.0042 0.535
C -4.2268 -2.7618 2.0275 -1.180
O -2.4060 -1.1041 1.9923 0.763
H -4.1752 0.4054 0.5711 0.160
H -5.5041 -0.5635 0.8363 0.782
H -4.2302 -1.1273 -0.2547 -0.076
H -4.1695 -0.7726 2.9246 0.181
H -5.2748 -2.6162 2.2893 0.550
H -3.8392 -3.3452 2.8627 0.368
H -3.9505 -3.2243 1.0799 -0.180
H -2.1827 -1.2441 1.0692 -0.403
C -5.3361 5.6454 2.0410 -1.211
C -6.5529 4.8438 1.4345 0.384
C -6.3731 3.3212 1.3808 -0.746
O -7.6077 5.2384 2.2939 -0.567
H -4.5968 5.7628 1.2487 0.361
H -4.8690 4.9361 2.7243 0.209
H -5.5464 6.5690 2.5802 0.399
H -6.8518 5.3304 0.5061 0.301
H -6.1634 2.8993 2.3637 -0.036
H -5.7696 2.7909 0.6442 0.234
H -7.3431 2.9656 1.0331 0.391
H -7.3155 5.2938 3.2067 0.318
C -2.2219 -6.5058 -2.7794 -1.843
C -2.1252 -5.8043 -1.4068 2.313
C -3.4540 -5.4897 -0.8041 -0.865
O -1.4304 -6.6565 -0.6171 -0.667
H -1.2395 -6.7536 -3.1815 0.408
H -2.7839 -5.9304 -3.5150 0.268
H -2.7211 -7.4685 -2.6691 0.520
H -1.7083 -4.8127 -1.5829 -0.825
H -4.2109 -6.1193 -1.2720 0.248
H -3.5807 -4.4131 -0.9184 -0.152
H -3.5332 -5.6343 0.2734 0.400
H -1.3928 -6.2695 0.2606 0.141
C 0.6429 -7.3368 2.3013 -1.430
C 0.5211 -5.8008 2.0634 0.640
C 1.2315 -5.3587 0.7905 -1.024
O -0.8308 -5.5357 1.9849 -0.465
H 0.2562 -7.5238 3.3031 0.444
H 1.7022 -7.5697 2.1922 0.392
H 0.1080 -7.8610 1.5093 0.264
H 0.7780 -5.3292 3.0119 0.323
H 0.8646 -5.9350 -0.0589 0.461
H 2.2947 -5.5889 0.8586 0.439
H 1.2078 -4.2874 0.5911 -0.188
H -1.1636 -5.8108 2.8423 0.263
```